This record from the OMol25 dataset describes a cluster of 6 separate species, C36H64F17NO19S5 in total at a distorted geometry. The level of theory is the ωB97M-V functional and the def2-TZVPD basis.

The geometry in XYZ format:
```
142
Properties=species:S:1:pos:R:3:forces:R:3:mulliken_charge:R:1
C -5.30095 -1.21009 2.87220 -0.184 -0.045 -0.133 -0.65
C -5.38934 -2.03862 4.10803 -1.600 -0.734 1.095 0.81
O -6.45486 -2.39933 4.59825 1.962 0.652 -0.753 -0.56
O -4.19988 -2.32560 4.70182 -0.333 0.010 0.172 -0.43
C -3.33127 -3.20881 3.97421 0.079 0.073 0.180 -0.10
C -3.72470 -4.65178 4.21105 0.287 -0.394 -0.115 -0.79
C -3.76650 -5.52757 2.96781 -0.276 0.204 -0.199 -1.34
C -4.79060 -5.10208 1.92590 0.132 -0.078 0.094 0.66
C -6.23867 -5.24615 2.34097 -0.089 -0.008 -0.187 -1.08
C -7.14196 -4.39104 1.46646 -0.017 -0.472 -0.229 -0.20
C -7.44217 -4.98775 0.08966 -0.187 0.194 0.130 -0.51
C -7.82840 -3.92922 -0.92418 0.205 -0.163 -0.152 -1.35
N -6.61796 -3.23188 -1.40594 -0.314 -0.121 -0.009 0.86
C -5.97234 -4.00961 -2.48582 0.112 0.353 0.073 -1.79
C -4.52260 -4.43067 -2.24274 -0.122 -0.067 -0.229 -0.18
C -3.57621 -3.81147 -3.23915 0.214 0.117 -0.462 0.80
F -3.79887 -2.48107 -3.44036 0.003 -0.295 0.049 -0.19
F -3.75034 -4.41172 -4.46135 -0.143 0.158 0.239 -0.39
C -2.07507 -4.02707 -2.92467 0.084 -0.285 0.112 0.54
F -1.90648 -5.35438 -2.69042 0.046 0.459 -0.189 -0.30
F -1.32333 -3.69125 -3.99915 -0.334 -0.051 0.128 -0.32
C -1.53697 -3.23305 -1.68926 -0.090 -0.107 0.631 0.68
F -1.27795 -4.11322 -0.68670 -0.272 0.434 -0.347 -0.37
F -2.47136 -2.35082 -1.24643 0.474 -0.468 0.040 -0.23
C -0.19488 -2.48184 -1.92516 0.354 -0.155 0.056 0.27
F 0.21481 -2.02079 -0.71187 -0.078 -0.376 -0.489 -0.31
F 0.71108 -3.39097 -2.36746 -0.381 0.573 0.425 -0.30
C -0.25273 -1.27160 -2.92926 0.162 -0.312 -0.540 0.90
F 0.39870 -1.62808 -4.06214 -0.343 0.231 0.483 -0.33
F -1.53641 -0.97321 -3.24484 0.539 -0.077 0.035 -0.26
C 0.44132 0.02512 -2.43182 0.289 0.304 -0.344 0.19
F 0.56446 0.83622 -3.52437 0.216 -0.404 0.446 -0.16
F 1.68420 -0.28443 -1.98629 -0.704 0.263 -0.318 -0.22
C -0.34536 0.84814 -1.36253 0.270 0.018 0.397 0.69
F -1.22441 0.05217 -0.72090 0.182 0.348 -0.138 -0.20
F 0.54352 1.34323 -0.47032 -0.336 -0.237 -0.189 -0.30
C -1.13631 2.07505 -1.90712 -0.431 0.273 0.024 0.54
F -1.93230 2.48951 -0.89717 0.513 -0.022 -0.880 -0.27
F -1.90402 1.76074 -2.96955 0.476 0.271 0.787 -0.22
F -0.29573 3.07300 -2.25089 -0.637 -0.657 0.228 -0.18
C -6.90143 -1.91565 -1.84303 -1.154 0.701 -0.950 0.13
O -7.78861 -1.57202 -2.62172 1.682 -0.636 1.435 -0.60
O -6.03847 -1.04812 -1.27016 0.146 -0.498 -0.431 -0.30
H -6.14706 -0.54169 2.85392 -0.242 0.216 -0.048 0.34
H -5.38119 -1.85373 2.00610 0.011 -0.139 -0.313 -0.18
H -4.37787 -0.66015 2.81513 0.350 0.192 0.002 0.40
H -3.32167 -2.96250 2.92126 -0.105 0.215 -0.413 0.06
H -2.33588 -3.02677 4.35266 0.208 0.158 0.120 0.26
H -4.67780 -4.67662 4.72096 -0.279 0.046 0.165 0.59
H -2.98699 -5.08057 4.87692 0.054 -0.171 0.331 0.28
H -3.99743 -6.54128 3.27590 0.087 -0.346 0.071 0.39
H -2.79344 -5.54163 2.48762 0.341 -0.075 0.031 0.37
H -4.63731 -4.05693 1.67123 0.200 0.271 -0.180 -0.39
H -4.60787 -5.67425 1.02197 0.044 -0.068 -0.338 0.51
H -6.55273 -6.28360 2.26794 -0.035 -0.326 0.084 0.45
H -6.34370 -4.95898 3.37896 -0.150 0.171 0.272 0.48
H -8.10061 -4.26517 1.95205 -0.216 0.363 0.237 0.36
H -6.66606 -3.42727 1.33208 -0.083 0.374 0.026 -0.17
H -8.27937 -5.66908 0.19881 -0.143 -0.304 -0.059 0.45
H -6.61694 -5.56614 -0.31199 0.326 -0.180 0.003 0.30
H -8.51200 -3.22402 -0.47187 -0.096 0.346 0.124 0.56
H -8.34593 -4.37359 -1.77294 -0.226 -0.056 -0.124 0.46
H -6.02278 -3.44223 -3.40638 -0.097 0.113 -0.331 0.92
H -6.56620 -4.89507 -2.65505 -0.171 -0.259 -0.014 0.39
H -4.43187 -5.49406 -2.41937 0.088 -0.330 0.096 0.32
H -4.22556 -4.24814 -1.22234 0.130 0.263 0.340 -0.04
H -6.02516 -0.25454 -1.81384 -0.297 0.429 0.023 0.32
C 2.83801 -3.10797 4.04084 -0.133 -0.076 0.225 -0.77
C 2.50229 -4.57149 3.85534 0.110 0.161 -0.424 -0.43
O 2.17755 -5.24903 5.09810 0.018 -0.003 0.090 -0.34
S 0.73794 -4.97881 5.69713 0.249 0.040 -0.061 1.26
C 0.68899 -6.32706 6.82273 -0.017 -0.047 -0.014 -1.02
O -0.22359 -5.16659 4.65109 -0.278 -0.014 -0.043 -0.56
O 0.73914 -3.74894 6.42381 -0.103 0.032 0.093 -0.63
H 1.96611 -2.53653 4.35549 -0.014 0.002 -0.014 0.29
H 3.20076 -2.68661 3.10596 0.041 -0.021 -0.032 0.28
H 3.60862 -2.98255 4.79997 0.063 0.008 -0.033 0.29
H 1.67384 -4.70694 3.15908 -0.051 -0.036 0.072 0.28
H 3.35411 -5.12276 3.46402 0.033 -0.067 0.125 0.32
H 0.72620 -7.25502 6.26032 0.003 -0.012 -0.014 0.30
H -0.24753 -6.24482 7.36893 -0.020 0.026 0.002 0.38
H 1.53277 -6.24146 7.50087 0.016 0.020 0.014 0.36
C 6.26220 2.62139 3.70601 0.092 -0.159 -0.197 -0.96
C 4.82153 2.43568 3.28187 -0.008 0.229 0.403 -0.38
O 4.69607 1.88489 1.94489 0.039 -0.041 -0.094 -0.24
S 4.93548 0.33083 1.76784 -0.067 0.294 -0.035 1.19
C 4.23198 0.17736 0.16356 -0.047 -0.013 -0.010 -0.95
O 4.13032 -0.36788 2.72468 -0.002 -0.148 0.040 -0.60
O 6.33669 0.05898 1.69940 0.073 -0.111 -0.015 -0.63
H 6.76284 1.66444 3.84460 -0.015 -0.022 0.025 0.28
H 6.30058 3.16834 4.64753 -0.052 0.034 0.005 0.41
H 6.81840 3.17950 2.95332 -0.003 0.081 0.033 0.25
H 4.27009 1.80413 3.97885 0.001 -0.096 -0.081 0.32
H 4.30601 3.39136 3.22562 -0.013 0.008 -0.137 0.30
H 3.17567 0.42321 0.21937 -0.011 0.008 0.009 0.16
H 4.37084 -0.85671 -0.14239 0.013 -0.029 0.006 0.43
H 4.75790 0.84630 -0.51112 0.025 0.013 -0.011 0.42
C -0.32226 3.70290 -10.05335 0.127 -0.016 0.132 -0.99
C -1.27581 3.90763 -8.89470 -0.154 0.133 -0.319 -0.39
O -0.77677 3.35051 -7.65503 0.035 -0.067 0.052 -0.25
S 0.32793 4.18261 -6.87649 -0.115 -0.127 -0.084 1.23
C 0.21631 3.32513 -5.34735 -0.022 0.047 -0.038 -0.99
O -0.13749 5.52733 -6.72370 0.048 0.124 0.032 -0.67
O 1.60777 3.94361 -7.46652 0.096 0.046 0.035 -0.62
H 0.58780 4.28680 -9.92870 -0.004 0.021 0.009 0.30
H -0.80505 4.01005 -10.98086 -0.046 -0.004 0.000 0.39
H -0.03833 2.65430 -10.13306 -0.040 -0.026 -0.035 0.27
H -1.50677 4.96218 -8.74234 0.056 0.006 0.078 0.35
H -2.21330 3.38392 -9.06578 0.008 -0.078 0.081 0.27
H -0.77602 3.48021 -4.93754 -0.037 -0.003 0.018 0.32
H 0.97448 3.74570 -4.69186 0.032 0.027 -0.008 0.44
H 0.41053 2.27368 -5.52737 0.017 -0.047 -0.029 0.29
C -0.59014 5.80277 -0.15776 0.023 0.297 0.305 -0.52
C 0.68612 6.44677 -0.65758 -0.036 -0.355 -0.223 -0.41
O 0.91873 7.75459 -0.08531 -0.042 0.068 0.016 -0.30
S 1.49040 7.80568 1.39471 -0.082 0.066 -0.170 1.23
C 1.97406 9.49499 1.39126 0.027 0.026 -0.008 -0.95
O 2.64353 6.96134 1.46582 0.094 -0.085 0.094 -0.62
O 0.42203 7.61681 2.32472 0.001 -0.011 0.109 -0.62
H -0.52016 5.54500 0.89799 0.028 0.001 0.006 0.34
H -0.78606 4.89675 -0.71735 -0.010 -0.104 -0.133 -0.09
H -1.43322 6.48271 -0.27680 -0.015 -0.007 -0.058 0.32
H 1.55636 5.81681 -0.46885 0.029 0.057 0.076 0.33
H 0.63558 6.62700 -1.72937 -0.005 0.119 0.008 0.27
H 2.75556 9.63362 0.65059 0.012 -0.004 -0.015 0.31
H 2.34574 9.71486 2.38889 0.001 -0.016 0.029 0.37
H 1.10391 10.10475 1.16707 -0.026 0.001 0.007 0.33
C 9.44362 2.92637 -0.28990 -0.046 0.114 0.141 -0.94
C 10.43351 4.03984 -0.56541 0.088 -0.332 -0.165 -0.39
O 10.02750 5.30440 0.01317 -0.036 0.075 -0.011 -0.27
S 10.26127 5.49543 1.57030 -0.065 -0.019 -0.198 1.17
C 10.01985 7.23524 1.62572 0.005 0.037 -0.006 -0.96
O 11.62204 5.17572 1.87356 0.083 -0.024 0.096 -0.65
O 9.21010 4.84294 2.28642 -0.055 0.001 0.158 -0.53
H 9.42322 2.65939 0.76503 0.018 -0.005 0.006 0.29
H 9.72133 2.04154 -0.86218 0.022 0.006 -0.039 0.41
H 8.43746 3.23096 -0.57627 -0.008 -0.015 -0.053 0.25
H 11.43268 3.79036 -0.20767 -0.006 0.061 0.076 0.35
H 10.50379 4.24355 -1.63125 -0.045 0.103 -0.001 0.26
H 10.79910 7.71480 1.04153 0.019 0.002 -0.010 0.33
H 10.08826 7.52655 2.67083 0.006 -0.017 0.028 0.37
H 9.03374 7.46245 1.23166 -0.027 -0.013 0.002 0.32
```
Positions in Å, forces in eV/Å.

## Properties
Orbital gap (eV): 10.0
Energy above the lowest of the compared OMol25 structures with the same formula, charge and spin (eV): 0.000
SMILES string: CC(=O)OCCCCCCCCN(CCC(F)(F)C(F)(F)C(F)(F)C(F)(F)C(F)(F)C(F)(F)C(F)(F)C(F)(F)F)C(=O)O.CCOS(C)(=O)=O.CCOS(C)(=O)=O.CCOS(C)(=O)=O.CCOS(C)(=O)=O.CCOS(C)(=O)=O
HOMO (eV): -9.791